# 1
The following is a DFT calculation (the ωB97M-V functional and the def2-TZVPD basis) of a single C6H9NS molecule.

Geometry as XYZ:
```
17
Properties=species:S:1:pos:R:3:forces:R:3
C 0.085253 -0.242199 -1.370257 -3.4 -2.3 0.8
C -1.204615 -0.408819 -0.423671 1.4 -0.8 3.0
C -0.129373 0.204826 0.699422 1.6 -2.9 -5.1
C 0.457662 0.942400 -0.474258 -1.0 0.8 -2.1
C 0.848584 -0.990229 0.632211 0.0 -0.9 -0.5
C 0.899563 -1.320477 -0.709436 1.4 -3.8 2.1
H 0.274166 -0.281091 -3.408917 2.6 -0.2 -1.5
H -1.049093 0.178391 -3.068762 -1.1 0.4 0.8
H -1.930681 0.327236 -0.521580 -1.7 1.3 -0.8
H -1.653355 -1.415651 -0.105601 0.9 1.3 -0.9
H 1.147485 1.485746 2.141525 -2.5 -1.0 0.1
H 0.128226 1.872857 -0.832624 -2.3 1.4 -0.1
H 1.432581 1.240547 -0.482837 3.5 -0.3 0.7
H 1.194244 -1.340292 1.658367 -0.2 -0.3 -2.0
H 1.144273 -2.464164 -1.107807 -0.3 3.6 0.8
N -0.384838 -0.495734 -2.734658 0.0 0.5 1.0
S -0.233527 0.922097 2.171673 1.2 3.1 3.9
```
Forces are in eV/Å.

The value obtained for the largest force on an atom is 6.08 eV/Å. As for the energy above the lowest of the compared OMol25 structures with the same formula, charge and spin: 111.4 kcal per mole. The total energy is -18688.3777 eV. Its SMILES is N[C@]12C=C[C@](S)(C1)C2.

# 2
The following is a DFT calculation (the ωB97M-V functional and the def2-TZVPD basis) of a single C6H9NS molecule.

Geometry as XYZ:
```
17
Properties=species:S:1:pos:R:3:forces:R:3
C -0.729883 0.193041 -0.000726 -2.5 1.1 0.8
C -1.764331 0.008649 -1.184918 -2.9 -0.3 0.9
C -0.321048 -0.209492 -1.344439 1.6 0.6 -0.3
C 1.553750 -0.066915 -0.098135 0.7 -0.4 -0.3
C 0.352527 -0.325112 0.854073 -0.7 -2.0 0.1
C 0.307982 -1.079203 1.969761 2.5 0.7 -1.4
H -0.919472 2.046395 1.612005 0.5 -0.2 -2.6
H -2.352125 -0.938519 -1.292327 0.7 0.8 0.1
H -2.487128 0.904860 -1.286681 1.9 -1.3 -0.2
H -0.136256 -1.278075 -1.298690 -0.2 -0.2 -0.4
H 1.115656 1.417818 -1.612372 -0.6 -1.9 0.4
H 2.087014 0.788089 0.295516 0.7 -0.2 0.0
H 2.164805 -1.045127 -0.111707 -0.7 1.8 -0.4
H -0.578558 -1.275138 2.509347 -0.8 -0.2 0.4
H 1.287718 -1.504704 2.321358 -1.2 0.4 -0.1
N 1.011348 0.367539 -1.497533 1.6 0.3 0.2
S -0.592000 1.995894 0.165468 -0.6 0.9 2.8
```
Forces are in eV/Å.

The value obtained for the largest force on an atom is 3.07 eV/Å. As for the energy above the lowest of the compared OMol25 structures with the same formula, charge and spin: 122.4 kcal per mole. The total energy is -18687.9047 eV. Its SMILES is C=C1CN[C@@H]2C[C@@]12S.

# 3
The following is a DFT calculation (the ωB97M-V functional and the def2-TZVPD basis) of a single C6H9NS2 molecule.

Geometry as XYZ:
```
18
Properties=species:S:1:pos:R:3:forces:R:3
C -0.268212 0.386156 0.190680 -1.7 1.5 0.8
C -1.532497 0.918735 0.246852 -0.4 -2.8 -1.7
C 0.098812 -1.067202 0.208967 0.7 -1.6 1.6
C 0.796301 1.476039 0.173365 -4.8 2.1 1.6
C -0.964289 -2.075396 -0.263534 1.0 -0.7 -1.0
C 0.046616 2.842556 -0.219138 0.4 -0.9 -1.6
N -2.147830 -1.710438 0.503348 -0.2 -1.3 -0.1
S -1.775891 2.675429 0.126591 1.0 -1.2 0.0
S -2.991697 -0.494664 -0.248595 1.4 3.1 1.1
H 1.094794 -1.236462 -0.214746 -0.2 0.1 -0.5
H 0.252850 -1.479684 1.265268 0.0 1.2 -0.8
H 1.310932 1.722311 1.048269 0.7 -0.4 1.9
H 1.474572 1.285457 -0.516960 3.2 -0.9 -3.4
H -1.182600 -1.907663 -1.361179 0.3 -0.6 1.0
H -0.568330 -3.163585 -0.076458 -1.0 2.0 -0.3
H 0.394507 3.707020 0.355800 0.1 -0.2 -0.4
H 0.216421 2.951824 -1.354152 -0.5 0.3 1.8
H -2.735895 -2.451272 0.868870 0.2 0.2 -0.1
```
Forces are in eV/Å.

The value obtained for the largest force on an atom is 5.45 eV/Å. As for the energy above the lowest of the compared OMol25 structures with the same formula, charge and spin: 65.5 kcal per mole. The total energy is -29525.8702 eV. Its SMILES is C1CC2=C(SCC2)SN1.

# 4
The following is a DFT calculation (the ωB97M-V functional and the def2-TZVPD basis) of 2 unconnected molecules or ions with the total composition C6H9O2.

Geometry as XYZ:
```
17
Properties=species:S:1:pos:R:3:forces:R:3
O -2.226154 1.945622 -0.647975 0.2 0.1 0.6
C -1.943320 1.019563 -1.403478 -0.8 0.6 0.0
O -2.411558 0.620956 -2.461368 0.3 -0.4 -0.4
C -0.729862 0.132712 -0.922466 1.1 0.5 1.6
C 0.098617 0.681207 0.204834 0.1 -1.8 -2.5
C 1.351397 -0.332759 0.286255 0.3 1.4 1.2
C 2.363897 -0.439785 -0.786972 1.8 1.3 2.4
C 1.329585 -1.039309 1.498441 2.6 1.0 -4.6
H -1.186162 -0.780334 -0.466018 -0.4 0.6 -0.3
H -0.134566 -0.257816 -1.771040 0.0 0.0 0.6
H -0.324633 1.614681 0.830465 1.2 -2.5 -1.2
H -2.606591 0.131172 1.763054 -2.2 1.5 -1.5
H 3.499620 -0.771597 -0.540496 -3.2 0.0 -0.3
H 2.464021 0.422794 -1.461602 -0.7 -0.6 -0.1
H 2.051089 -1.762917 1.736178 0.9 -0.9 0.1
H 0.517960 -0.981889 2.057933 -3.4 0.5 2.8
H -2.113338 -0.202303 2.084256 2.2 -1.5 1.5
```
Forces are in eV/Å.

As for the multiplicity: 2. The value obtained for the largest force on an atom is 5.37 eV/Å. As for the energy above the lowest of the compared OMol25 structures with the same formula, charge and spin: 127.2 kcal per mole. The total energy is -10454.8889 eV.

# 5
The following is a DFT calculation (the ωB97M-V functional and the def2-TZVPD basis) of a gas-phase ion, C6H9O2S (charge -1).

Geometry as XYZ:
```
18
Properties=species:S:1:pos:R:3:forces:R:3
C -2.014091 -0.171346 -0.060148 -1.6 -1.4 0.2
C -2.870853 1.018466 -0.024162 1.4 -1.4 0.5
C 0.095526 -0.934490 -1.093260 0.7 1.6 -1.2
C 0.030775 -0.609425 1.328994 0.0 0.1 -3.8
C -0.232649 1.495862 -0.096564 4.2 0.2 -1.0
C -0.497374 0.024370 -0.041095 -1.0 -1.7 1.3
O -2.646320 0.749430 -1.283708 -0.7 1.0 -0.2
O -3.376219 1.824460 0.704414 -0.6 0.5 -0.5
S -2.836983 -1.779134 0.075114 1.0 1.3 -0.1
H -0.439784 -0.827983 -2.021615 0.1 0.8 -0.8
H 1.199887 -0.843890 -1.257516 -0.8 0.3 0.2
H -0.113997 -1.962807 -0.970770 -0.3 -1.1 1.3
H 0.933214 -1.054658 0.894196 0.6 0.4 1.7
H -0.663575 -1.378972 1.388662 -1.0 -1.9 0.8
H -0.037208 -0.017947 2.186664 0.6 1.1 1.2
H 0.899207 1.610908 0.158562 -1.5 0.0 -0.5
H -0.348539 1.958373 -1.091498 -0.3 -0.2 0.5
H -0.714251 2.033004 0.682471 -0.8 0.4 0.5
```
Forces are in eV/Å.

The value obtained for the largest force on an atom is 4.30 eV/Å. As for the energy above the lowest of the compared OMol25 structures with the same formula, charge and spin: 10.3 kcal per mole. The total energy is -21297.9544 eV. The total charge is -1. Its SMILES is CC(C)(C)[C@]1([S-])OC1=O.

# 6
The following is a DFT calculation (the ωB97M-V functional and the def2-TZVPD basis) of a single C6H9O4 molecule.

Geometry as XYZ:
```
19
Properties=species:S:1:pos:R:3:forces:R:3
O 0.458115 -1.837511 -1.020270 -0.8 -4.0 -0.3
O -0.573778 -2.333637 -1.732192 1.1 1.2 0.8
C -0.974857 0.788468 2.177159 0.2 0.4 0.2
C -0.258646 -0.238963 1.354510 -0.8 -1.0 -0.4
C 1.256434 -0.193052 1.295043 0.9 0.0 -0.1
O 1.609371 -0.231611 -0.103591 -1.0 0.2 0.4
C 0.427601 -0.478773 -0.799516 -0.4 3.1 -2.3
O -0.688291 -0.108568 -0.027015 1.5 0.0 -0.2
C 0.482077 0.213633 -2.214207 8.4 -4.8 6.7
C -0.600191 0.733835 -2.759696 -7.9 4.1 -4.5
H -0.831352 0.581288 3.237928 0.0 0.0 0.0
H -0.575464 1.782756 1.959974 -0.1 0.0 0.0
H -2.046923 0.788133 1.971617 0.1 -0.1 0.0
H -0.543340 -1.249115 1.674656 -0.1 0.1 0.0
H 1.676109 0.720529 1.718095 0.0 0.0 0.0
H 1.717148 -1.067957 1.770887 -0.2 0.3 0.1
H 1.513553 0.171168 -2.568368 -0.5 0.5 -0.1
H -0.550628 1.122331 -3.774190 -0.5 -0.2 0.2
H -1.496939 0.837047 -2.160824 0.1 0.4 -0.3
```
Forces are in eV/Å.

As for the multiplicity: 4. The value obtained for the largest force on an atom is 11.78 eV/Å. As for the energy above the lowest of the compared OMol25 structures with the same formula, charge and spin: 0.0 kcal per mole. The total energy is -14548.1746 eV.

# 7
The following is a DFT calculation (the ωB97M-V functional and the def2-TZVPD basis) of 2 unconnected molecules or ions with the total composition C6H9OPS.

Geometry as XYZ:
```
18
Properties=species:S:1:pos:R:3:forces:R:3
C 1.243179 -0.057366 0.576838 0.9 -1.4 -0.6
C 2.311132 0.081285 1.412333 1.5 1.1 0.4
C 0.216161 -0.286772 2.568345 -1.0 0.7 1.2
C -0.022480 -0.351528 1.222642 2.1 1.0 0.4
C 0.690474 -0.756007 -3.243275 0.4 -1.7 1.8
C -2.056806 1.057971 -0.397513 1.6 1.7 0.1
O -2.747263 -0.661091 1.480131 0.7 -0.4 -0.3
P -1.639487 -0.475213 0.476276 -0.8 0.1 0.6
S 1.813821 0.187244 3.005684 -1.3 -1.0 1.0
H 1.508881 -0.269754 -0.431716 -0.5 0.3 -0.8
H 3.439773 0.220662 1.384238 -1.8 -0.2 -1.2
H -0.550444 -0.321418 3.338922 0.2 -0.1 -0.2
H 1.077713 -0.657830 -2.189916 -0.5 0.5 -1.7
H 0.735912 -0.026570 -4.019055 0.1 0.4 -0.1
H 0.468358 -1.810760 -3.465974 0.0 0.7 -0.2
H -2.808265 0.741706 -1.078387 -1.0 0.1 -0.5
H -2.423801 1.800659 0.362285 0.1 -0.9 -0.7
H -1.256856 1.584781 -1.001857 -0.6 -0.9 0.7
```
Forces are in eV/Å.

The value obtained for the largest force on an atom is 2.52 eV/Å. As for the energy above the lowest of the compared OMol25 structures with the same formula, charge and spin: 68.3 kcal per mole. The total energy is -28535.7603 eV.

What did the second record say?
The following is a DFT calculation (the ωB97M-V functional and the def2-TZVPD basis) of a single C6H9NS molecule.

Geometry as XYZ:
```
17
Properties=species:S:1:pos:R:3:forces:R:3
C -0.729883 0.193041 -0.000726 -2.5 1.1 0.8
C -1.764331 0.008649 -1.184918 -2.9 -0.3 0.9
C -0.321048 -0.209492 -1.344439 1.6 0.6 -0.3
C 1.553750 -0.066915 -0.098135 0.7 -0.4 -0.3
C 0.352527 -0.325112 0.854073 -0.7 -2.0 0.1
C 0.307982 -1.079203 1.969761 2.5 0.7 -1.4
H -0.919472 2.046395 1.612005 0.5 -0.2 -2.6
H -2.352125 -0.938519 -1.292327 0.7 0.8 0.1
H -2.487128 0.904860 -1.286681 1.9 -1.3 -0.2
H -0.136256 -1.278075 -1.298690 -0.2 -0.2 -0.4
H 1.115656 1.417818 -1.612372 -0.6 -1.9 0.4
H 2.087014 0.788089 0.295516 0.7 -0.2 0.0
H 2.164805 -1.045127 -0.111707 -0.7 1.8 -0.4
H -0.578558 -1.275138 2.509347 -0.8 -0.2 0.4
H 1.287718 -1.504704 2.321358 -1.2 0.4 -0.1
N 1.011348 0.367539 -1.497533 1.6 0.3 0.2
S -0.592000 1.995894 0.165468 -0.6 0.9 2.8
```
Forces are in eV/Å.

The value obtained for the largest force on an atom is 3.07 eV/Å. As for the energy above the lowest of the compared OMol25 structures with the same formula, charge and spin: 122.4 kcal per mole. The total energy is -18687.9047 eV. Its SMILES is C=C1CN[C@@H]2C[C@@]12S.

> Which of these has the lowest largest force on an atom?

C6H9OPS